<w>
Formula: C7H16N2
Source: the OMol25 dataset
Level of theory: wB97M-V/def2-TZVPD

Each line ends with the Mulliken charge.
Element x y z (Å)
C -1.268 -0.645 -1.009  -0.085
N -0.656 -1.691 -1.316  -0.492
C 0.696 -1.957 -1.191  0.973
C 1.267 -2.254 -0.027  -1.062
C 1.412 -2.035 -2.509  -1.176
H -2.345 -0.631 -1.139  0.317
H -0.771 0.293 -0.699  -0.027
H 0.724 -2.195 0.900  0.314
H 2.297 -2.558 0.024  0.241
H 1.484 -1.043 -2.957  0.262
H 2.413 -2.436 -2.376  0.349
H 0.852 -2.669 -3.194  0.324
C -0.536 0.377 2.026  -0.790
N -0.285 1.691 1.497  -0.060
C -1.501 2.438 1.275  -0.834
C 0.664 1.770 0.325  -1.065
H 0.410 -0.130 2.203  0.231
H -1.137 -0.255 1.337  0.249
H -1.076 0.461 2.972  0.386
H -1.248 3.441 0.932  0.299
H -2.172 1.970 0.534  0.262
H -2.045 2.527 2.216  0.301
H 1.392 0.967 0.415  0.345
H 1.197 2.719 0.442  0.332
H 0.229 1.846 -0.681  0.405

**HOMO**: -8.332 eV
**Structure (SMILES)**: C=NC(=C)C.CN(C)C
**Net charge**: 0
**Gap between HOMO and LUMO**: 9.289 eV
**2S+1**: 1
**LUMO level**: 0.957 eV

=====

<x>
Formula: C7H16N2
Source: the OMol25 dataset
Level of theory: wB97M-V/def2-TZVPD

Each line ends with the Mulliken charge.
Element x y z (Å)
C 0.806 0.253 2.391  -0.910
N 0.792 -0.369 1.094  -0.508
C -0.112 -0.096 0.214  0.563
C -1.238 0.873 0.462  -1.387
C -0.256 -1.110 -0.905  0.812
C -1.192 -2.237 -0.452  -1.513
C -0.737 -0.509 -2.226  -1.522
H 1.550 -0.260 3.001  0.321
H -0.169 0.226 2.889  0.311
H 1.105 1.306 2.314  0.310
H -1.770 0.595 1.374  0.338
H -1.973 0.886 -0.339  0.375
H -0.825 1.868 0.626  0.280
H 0.741 -1.539 -1.045  0.280
H -2.198 -1.859 -0.273  0.327
H -0.820 -2.691 0.461  0.399
H -1.257 -3.002 -1.221  0.402
H -0.608 -1.234 -3.027  0.428
H -0.166 0.382 -2.481  0.363
H -1.788 -0.227 -2.180  0.328
C 2.156 1.380 -0.204  -0.033
N 2.100 2.442 0.463  -0.603
H 1.525 1.145 -1.112  0.076
H 2.855 0.601 0.056  0.341
H 1.480 3.173 0.121  0.221

**HOMO**: -9.177 eV
**Structure (SMILES)**: C/N=C(\C)C(C)C.C=N
**Net charge**: 0
**Gap between HOMO and LUMO**: 10.043 eV
**2S+1**: 1
**LUMO level**: 0.866 eV

=====

<y>
Formula: C7H16N2
Source: the OMol25 dataset
Level of theory: wB97M-V/def2-TZVPD

Each line ends with the Mulliken charge.
Element x y z (Å)
C -1.227 -1.312 1.116  -1.142
C -0.527 -1.169 -0.221  -0.820
C 1.084 -0.257 -0.059  1.075
C 1.593 -0.021 -1.473  -1.601
C 2.059 -1.102 0.743  -1.692
N 0.790 0.940 0.630  -0.160
C -0.322 1.711 0.352  -0.471
C -1.221 1.448 -0.632  -0.238
N -2.417 2.188 -0.718  -0.649
H -1.999 -2.081 1.077  0.394
H -1.677 -0.379 1.448  0.242
H -0.530 -1.603 1.906  0.252
H -1.231 -0.967 -1.028  0.488
H -0.090 -2.122 -0.526  0.560
H 2.632 0.287 -1.448  0.434
H 1.524 -0.921 -2.082  0.334
H 1.065 0.767 -1.997  0.348
H 2.068 -2.123 0.361  0.349
H 3.073 -0.707 0.677  0.434
H 1.781 -1.151 1.797  0.431
H 1.029 0.926 1.611  0.280
H -0.580 2.413 1.135  0.320
H -0.950 1.009 -1.580  0.395
H -3.154 1.750 -1.268  0.217
H -2.775 2.478 0.180  0.223

**HOMO**: -6.744 eV
**Structure (SMILES)**: CCC(C)(C)N/C=C/N
**Net charge**: 0
**Gap between HOMO and LUMO**: 7.770 eV
**2S+1**: 1
**LUMO level**: 1.026 eV

=====

<z>
Formula: C7H16N2
Source: the OMol25 dataset
Level of theory: wB97M-V/def2-TZVPD

Each line ends with the Mulliken charge.
Element x y z (Å)
C 1.501 0.026 -0.269  -0.004
C 1.310 0.328 1.177  -0.253
C 3.845 0.072 -0.352  -1.120
N 1.113 -0.991 0.557  -0.341
H 1.680 -1.795 0.789  0.267
H 2.474 0.144 -0.952  0.099
H 0.401 0.819 1.504  0.205
H 2.193 0.482 1.788  0.236
H 4.325 -0.258 -1.270  0.369
H 3.965 -0.645 0.456  0.317
H 4.134 1.080 -0.071  0.271
C -1.455 1.936 -0.768  -0.796
C -1.948 -0.830 -1.220  -1.325
C -2.399 -1.037 1.296  -1.408
C -2.047 -0.156 0.131  1.229
N -1.846 1.081 0.341  -0.587
H -2.146 1.875 -1.617  0.332
H -1.436 2.970 -0.424  0.283
H -0.453 1.675 -1.130  0.179
H -0.964 -0.650 -1.659  0.269
H -2.103 -1.905 -1.144  0.338
H -3.342 -1.562 1.113  0.413
H -2.489 -0.446 2.205  0.341
H -1.620 -1.793 1.428  0.295
H -2.692 -0.421 -1.910  0.392

**HOMO**: -7.783 eV
**Net charge**: 0
**Gap between HOMO and LUMO**: 8.403 eV
**2S+1**: 1
**LUMO level**: 0.620 eV

=====

Which one is most stable, and which one is least stable? <x> is the most stable of them, while <z> is the least stable.

=====

<w>
Formula: C7H16N2
Source: the OMol25 dataset
Level of theory: wB97M-V/def2-TZVPD

Each line ends with the Mulliken charge.
Element x y z (Å)
H -2.851 -0.003 1.579  0.266
N -2.251 -0.573 0.974  -0.607
C -1.605 0.189 0.134  -0.821
C -0.506 -0.435 -0.781  1.705
C -1.012 -0.410 -2.228  -1.919
N -0.246 -1.825 -0.383  -0.771
C 0.684 0.495 -0.554  -0.161
C 2.069 -0.116 -0.641  -1.460
C 0.436 1.279 1.001  -0.672
C 0.734 0.428 2.222  -1.157
H -1.974 1.173 -0.190  0.531
H -1.281 0.607 -2.533  0.373
H -1.912 -1.023 -2.335  0.466
H -0.248 -0.779 -2.919  0.385
H -0.105 -1.842 0.627  0.307
H -1.127 -2.332 -0.484  0.323
H 0.615 1.352 -1.231  0.286
H 2.269 -0.453 -1.665  0.419
H 2.191 -0.979 0.018  0.335
H 2.834 0.622 -0.378  0.380
H -0.400 1.956 1.199  0.425
H 1.235 2.026 0.909  0.440
H -0.068 -0.279 2.444  0.264
H 0.861 1.068 3.101  0.399
H 1.659 -0.143 2.113  0.264

**HOMO**: -9.347 eV
**Structure (SMILES)**: [H]/N=C/[C@](C)(N)[C@H](C)CC
**Net charge**: 0
**Gap between HOMO and LUMO**: 10.248 eV
**2S+1**: 1
**LUMO level**: 0.901 eV

=====

<x>
Formula: C7H16N2
Source: the OMol25 dataset
Level of theory: wB97M-V/def2-TZVPD

Each line ends with the Mulliken charge.
Element x y z (Å)
C 0.402 0.212 1.070  0.829
C -0.597 0.984 -1.143  0.521
C 0.306 -0.411 -0.228  -1.196
C -2.051 0.580 -1.235  -1.519
C 0.077 1.102 -2.495  -1.500
N -0.710 0.131 1.885  -0.466
N 1.190 1.340 1.207  -0.464
C 1.451 -1.601 1.457  -0.444
C 0.988 -2.841 1.366  -0.569
H -0.523 1.942 -0.622  0.315
H -0.755 -0.682 2.485  0.279
H 1.891 1.501 0.502  0.206
H -0.969 0.964 2.393  0.202
H 1.181 1.843 2.081  0.207
H 1.216 -0.499 -0.802  0.449
H -0.404 -1.220 -0.306  0.302
H 2.313 -1.428 2.108  0.228
H -0.396 1.865 -3.124  0.426
H -2.628 1.259 -1.874  0.437
H -2.153 -0.415 -1.676  0.331
H -2.528 0.607 -0.253  0.301
H 1.129 1.385 -2.397  0.336
H 0.032 0.153 -3.036  0.331
H 0.121 -3.080 0.748  0.173
H 1.416 -3.694 1.889  0.285

**HOMO**: -6.836 eV
**Net charge**: 0
**Gap between HOMO and LUMO**: 7.719 eV
**2S+1**: 1
**LUMO level**: 0.883 eV

=====

Which one is most stable, and which one is least stable? <w> is the most stable of them, while <x> is the least stable.

=====

<w>
Formula: C3H10N2O
Source: the OMol25 dataset
Level of theory: wB97M-V/def2-TZVPD

Each line ends with the Mulliken charge.
Element x y z (Å)
C 1.619 -0.344 0.626  -1.107
C 1.431 -0.270 -0.889  -0.308
N 0.154 0.319 -1.325  -0.653
H 1.325 0.594 1.096  0.303
H 2.666 -0.501 0.863  0.374
H 1.076 -1.166 1.074  0.260
H 1.722 -1.201 -1.367  0.305
H 2.284 0.304 -1.268  0.307
H -0.407 -0.387 -1.799  0.334
H 0.328 1.038 -2.016  0.257
C -2.317 -0.186 1.113  0.305
N -1.910 0.807 0.358  -0.266
O -2.311 -1.383 0.784  -0.111
H -2.792 0.103 2.073  0.373
H -0.997 0.620 -0.241  0.310
H -1.872 1.653 0.917  0.319

**HOMO (alpha / beta)**: -14.865 / -14.803 eV
**Net charge**: +1
**Gap between HOMO and LUMO (alpha / beta)**: 10.541 / 5.705 eV
**2S+1**: 2
**⟨S²⟩**: 0.756
**LUMO level (alpha / beta)**: -4.324 / -9.099 eV

=====

<x>
Formula: C3H10N2O
Source: the OMol25 dataset
Level of theory: wB97M-V/def2-TZVPD

Each line ends with the Mulliken charge.
Element x y z (Å)
C -1.663 -0.664 1.454  -1.122
C -0.192 -0.338 1.278  -0.088
N 0.427 -1.245 0.275  -0.375
H -1.840 -1.735 1.545  0.374
H -2.054 -0.113 2.316  0.343
H -2.264 -0.323 0.600  0.311
H -0.093 0.654 0.798  0.234
H 0.432 -0.423 2.170  0.352
H 1.373 -1.581 0.505  0.305
H -0.084 -2.108 0.103  0.290
C 1.588 1.581 -1.941  0.192
N 0.375 0.966 -1.889  -0.247
O 2.527 1.157 -1.302  -0.414
H 1.622 2.448 -2.601  0.398
H 0.329 0.310 -1.128  0.154
H -0.482 1.413 -2.184  0.294

**HOMO (alpha / beta)**: -15.359 / -13.921 eV
**Net charge**: +1
**Gap between HOMO and LUMO (alpha / beta)**: 12.277 / 4.637 eV
**2S+1**: 2
**⟨S²⟩**: 0.759
**LUMO level (alpha / beta)**: -3.082 / -9.284 eV

=====

Which one is most stable, and which one is least stable? <x> is the most stable of them, while <w> is the least stable.

=====

<w>
Formula: C3H10N2O
Source: the OMol25 dataset
Level of theory: wB97M-V/def2-TZVPD

Each line ends with the Mulliken charge.
Element x y z (Å)
C 0.681 -1.947 -0.988  -1.324
C -0.105 -0.715 -0.688  -0.084
N 0.849 0.471 -0.767  -0.048
C 0.324 1.659 -0.232  0.112
N 1.007 2.385 0.591  -0.420
H 1.423 -2.026 -1.856  0.343
H 0.119 -2.828 -1.151  0.376
H 1.536 -2.032 -0.155  0.301
H -0.864 -0.527 -1.425  0.383
H -0.352 -0.894 0.314  0.322
H 1.765 0.423 -0.391  0.347
H -0.731 2.214 -0.561  0.341
H 0.616 3.279 1.023  0.343
H -2.065 0.618 2.795  0.337
H -2.212 0.104 1.306  0.310
O -1.991 -0.183 2.186  -0.638

**HOMO (alpha / beta)**: -15.233 / -15.227 eV
**Net charge**: +1
**Gap between HOMO and LUMO (alpha / beta)**: 10.957 / 6.347 eV
**2S+1**: 2
**⟨S²⟩**: 0.788
**LUMO level (alpha / beta)**: -4.276 / -8.880 eV

=====

<x>
Formula: C3H10N2O
Source: the OMol25 dataset
Level of theory: wB97M-V/def2-TZVPD

Each line ends with the Mulliken charge.
Element x y z (Å)
C -0.204 -1.594 1.165  -0.692
N 0.665 -1.115 2.195  0.067
C 1.821 -0.349 1.814  -0.667
H 0.421 -2.100 0.414  0.328
H -0.731 -0.715 0.717  0.319
H -0.980 -2.330 1.551  0.316
H 0.036 -0.670 2.871  0.339
H 2.709 -0.525 2.426  0.324
H 2.152 -0.632 0.804  0.321
H 1.713 0.741 1.886  0.309
C -0.905 0.938 -2.176  0.172
N -0.785 2.165 -1.573  -0.356
O -0.724 -0.179 -1.750  -0.501
H -1.172 1.152 -3.219  0.261
H -0.918 2.908 -2.232  0.259
H -0.978 2.135 -0.588  0.201

**HOMO (alpha / beta)**: -13.524 / -13.474 eV
**Net charge**: +1
**Gap between HOMO and LUMO (alpha / beta)**: 10.177 / 5.397 eV
**2S+1**: 2
**⟨S²⟩**: 0.754
**LUMO level (alpha / beta)**: -3.347 / -8.077 eV

=====

Which one is most stable, and which one is least stable? <x> is the most stable of them, while <w> is the least stable.